1.
This record from OMol25 describes C4H4O in the gas phase. The level of theory is ωB97M-V/def2-TZVPD.

Geometry (Å):
C -1.74432 0.15684 -0.00768
C -0.34167 -0.16140 0.01781
C 0.82241 0.10505 -0.18109
C 2.19470 -0.18287 0.03906
O 3.20024 0.40184 -0.28222
H -1.74392 1.23614 -0.17300
H -2.25477 -0.08816 0.92208
H -2.21339 -0.34984 -0.85030
H 2.06119 -1.12332 0.61577

## Properties
Calculated total energy ... -229.9544 a.u.
E_HOMO ... -10.0 eV
SMILES ... CC#CC=O
Total charge ... 0
Molecular weight ... 68.1 g mol⁻¹
Strongest force on any atom ... 1.60 eV Å⁻¹
HOMO-LUMO gap ... 0.3794 Ha

---

2.
This record from OMol25 describes C4H4O in the gas phase. The level of theory is ωB97M-V/def2-TZVPD.

Geometry (Å):
C -1.48295 0.09164 -0.00217
C -0.13609 -0.65091 0.15177
C 1.02428 -0.08395 -0.09210
C 2.18886 0.38198 -0.26192
O 3.31051 0.70381 -0.42736
H -1.34607 1.17933 -0.17301
H -2.10588 -0.03405 0.88671
H -2.07608 -0.29619 -0.83970
H 0.62342 -1.29166 0.75778

## Properties
Calculated total energy ... -229.9005 a.u.
E_HOMO ... -8.3 eV
SMILES ... CC=C=C=O
Total charge ... 0
Molecular weight ... 68.1 g mol⁻¹
Strongest force on any atom ... 3.92 eV Å⁻¹
HOMO-LUMO gap ... 0.2858 Ha

---

3.
This record from OMol25 describes C4H4O in the gas phase. The level of theory is ωB97M-V/def2-TZVPD.

Geometry (Å):
C -0.18919 0.87601 1.03246
C 0.13117 -0.32878 1.46231
C 0.28207 -0.58493 -1.09518
C -0.12793 0.47179 -0.42147
O 0.55934 -1.41212 1.38985
H -0.80420 1.73105 1.34829
H 0.69864 -1.45960 -0.60818
H 0.17838 -0.56777 -2.09712
H -0.72827 1.27436 -1.01096

## Properties
Calculated total energy ... -229.9552 a.u.
E_HOMO ... -8.7 eV
SMILES ... C=CC=C=O
Total charge ... 0
Molecular weight ... 68.1 g mol⁻¹
Strongest force on any atom ... 4.23 eV Å⁻¹
HOMO-LUMO gap ... 0.3423 Ha

---

Q: Look up the HOMO-LUMO gap of the third one.
A: 0.3423 Ha